ORCA calculation (ωB97M-V/def2-TZVPD) on a 2-piece molecular cluster, C17H25BrN3O7S overall in a non-equilibrium geometry.

Summary:
* energy above the lowest of the compared OMol25 structures with the same formula, charge and spin: 189.2 kcal per mole
* Kohn-Sham gap: 0.0942 Eh
* lowest unoccupied orbital energy: -0.729 eV
* charge: -1

Element x y z (Å)
C1 1.643 -2.271 -0.753
C2 0.964 -2.548 0.746
C3 1.799 -1.810 1.972
C4 -0.654 -2.293 0.791
C5 -1.496 -3.128 -0.378
C6 -1.118 -0.723 0.800
O1 -0.184 0.215 0.161
N1 -0.794 1.029 -0.719
C7 -0.498 2.492 -0.474
C8 -0.828 3.024 1.042
O2 -1.857 3.851 1.249
C9 0.141 2.575 2.328
C10 -0.406 2.458 3.886
C11 0.692 1.949 5.015
C12 2.259 1.574 4.584
C13 2.802 1.704 3.018
C14 1.716 2.211 1.897
C15 -0.205 0.606 -2.080
N2 -0.958 -0.149 -2.950
N3 1.213 0.948 -2.489
C16 1.205 2.105 -3.465
C17 2.529 3.063 -3.201
O3 2.780 3.728 -2.059
Br1 3.824 3.185 -4.772
H1 2.106 -1.173 -0.690
H2 2.541 -2.982 -0.992
H3 0.836 -2.221 -1.615
H4 1.119 -3.718 0.928
H5 1.134 -1.701 2.944
H6 2.343 -0.824 1.652
H7 2.664 -2.574 2.274
H8 -1.034 -2.758 1.823
H9 -1.560 -2.545 -1.399
H10 -2.587 -3.272 0.082
H11 -1.017 -4.193 -0.457
H12 -1.377 -0.419 1.914
H13 -2.160 -0.680 0.219
H14 -1.216 3.100 -1.209
H15 0.591 2.830 -0.744
H16 -1.529 2.716 4.113
H17 0.290 1.829 6.133
H18 3.034 1.181 5.390
H19 3.884 1.434 2.663
H20 2.070 2.287 0.768
H21 -0.529 -1.076 -3.249
H22 -1.915 0.156 -3.232
H23 1.741 0.120 -2.843
H24 1.260 1.638 -4.548
H25 0.260 2.778 -3.291
O4 -4.202 -1.847 -2.899
S1 -5.103 -2.746 -2.156
O5 -6.307 -3.012 -2.964
O6 -5.495 -2.109 -0.886
O7 -4.409 -4.016 -1.876